i.
Density functional theory data (the ωB97M-V functional and the def2-TZVPD basis) for CH5N3O2S as an isolated structure.

CARTESIAN COORDINATES (ANGSTROEM)
S  0.540  -1.129  -0.455
O  1.906  -0.850  -0.812
O  0.116  -2.516  -0.287
N  -0.175  0.044  0.652
N  -0.793  -0.123  -1.569
N  0.469  0.623  1.758
C  -0.624  0.844  -0.480
H  1.427  1.020  1.660
H  0.382  -0.102  2.552
H  -1.787  -0.469  -1.754
H  -1.601  1.226  -0.384
H  0.141  1.432  -0.882

Output
Net charge: 0
Highest occupied orbital energy in Ha: -0.3635
Spin multiplicity: 1
Kohn-Sham gap in eV: 10.469



ii.
Density functional theory data (the ωB97M-V functional and the def2-TZVPD basis) for a 3-piece molecular cluster, CH5N3O2S overall.

CARTESIAN COORDINATES (ANGSTROEM)
S  -1.175  -1.750  -0.387
O  -0.175  3.149  1.146
O  -2.159  -0.742  -0.056
N  -1.790  1.503  1.539
N  1.998  -0.285  -1.586
N  -0.421  -2.140  0.874
C  -0.946  2.291  1.265
H  0.299  -2.834  0.763
H  -2.128  0.645  1.136
H  2.981  -0.363  -1.354
H  1.940  0.220  -2.462
H  1.576  0.305  -0.878

Output
Net charge: 0
Highest occupied orbital energy in Ha: -0.3870
Spin multiplicity: 1
Kohn-Sham gap in eV: 9.506



Which one is most stable, and which one is least stable? ii is the most stable of them, while i is the least stable.



i.
Density functional theory data (the ωB97M-V functional and the def2-TZVPD basis) for C3H8N2 as an isolated structure.

CARTESIAN COORDINATES (ANGSTROEM)
N  1.046  0.744  0.585
N  -1.287  -0.518  1.337
C  -0.568  -0.311  0.270
C  0.697  1.627  -0.359
C  -0.175  -1.401  -0.701
H  -1.051  -1.694  -1.280
H  1.008  1.440  -1.387
H  0.218  -2.255  -0.147
H  0.347  2.634  -0.122
H  0.595  -1.052  -1.391
H  -0.938  0.626  -0.391
H  -0.737  -0.965  2.073
H  0.845  1.123  1.511

Output
Net charge: 0
Highest occupied orbital energy (alpha / beta) in Ha: -0.3096 / -0.3097
Spin multiplicity: 1
Kohn-Sham gap (alpha / beta) in eV: 8.318 / 8.321



ii.
Density functional theory data (the ωB97M-V functional and the def2-TZVPD basis) for a 2-piece molecular cluster, C3H8N2 overall.

CARTESIAN COORDINATES (ANGSTROEM)
N  0.724  -0.171  1.181
N  -2.104  2.190  0.449
C  0.684  -0.867  -1.228
C  0.535  -1.225  0.255
C  -1.083  1.690  0.931
H  1.707  -0.558  -1.448
H  -0.446  -1.676  0.445
H  0.015  -0.042  -1.480
H  1.282  -2.005  0.496
H  -2.654  1.751  -0.280
H  1.413  0.489  0.820
H  0.438  -1.723  -1.855
H  -0.511  2.147  1.714

Output
Net charge: 0
Highest occupied orbital energy (alpha / beta) in Ha: -0.3432 / -0.2946
Spin multiplicity: 1
Kohn-Sham gap (alpha / beta) in eV: 9.631 / 8.241



iii.
Density functional theory data (the ωB97M-V functional and the def2-TZVPD basis) for a 2-piece molecular cluster, C3H8N2 overall.

CARTESIAN COORDINATES (ANGSTROEM)
N  1.916  1.275  -0.600
N  -0.119  2.215  -0.707
C  -0.876  -2.939  0.897
C  -1.689  -1.928  0.473
C  0.745  1.490  -0.074
H  0.352  1.075  0.834
H  2.481  0.509  -0.233
H  -2.713  -1.685  0.852
H  1.894  1.666  -1.535
H  -1.030  2.364  -0.273
H  0.071  -3.283  0.394
H  -1.087  -3.390  1.893
H  -1.633  -1.426  -0.555

Output
Net charge: 0
Highest occupied orbital energy in Ha: -0.3317
Spin multiplicity: 1
Structure (SMILES): [H]/N=C/N.C=C
Kohn-Sham gap in eV: 9.977



Which one is most stable, and which one is least stable? iii is the most stable of them, while ii is the least stable.



i.
Density functional theory data (the ωB97M-V functional and the def2-TZVPD basis) for a 2-piece molecular cluster, C4H12N3 overall.

CARTESIAN COORDINATES (ANGSTROEM)
N  -1.262  -0.325  -1.764
N  1.502  0.089  -1.389
N  -1.810  0.174  0.473
C  1.078  0.059  2.449
C  -2.106  -0.207  -0.755
C  1.441  -0.305  -0.032
C  1.196  0.521  1.014
H  -0.836  0.369  0.858
H  1.086  1.573  0.809
H  1.764  1.076  -1.502
H  -0.237  -0.180  -1.670
H  1.378  -0.983  2.556
H  -1.681  -0.617  -2.636
H  -3.148  -0.443  -0.952
H  2.176  -0.475  -1.934
H  0.049  0.128  2.811
H  1.600  -1.396  0.145
H  -2.551  0.286  1.098
H  1.740  0.694  3.124

Output
Net charge: +1
Highest occupied orbital energy in Ha: -0.4674
Spin multiplicity: 1
Kohn-Sham gap in eV: 9.687



ii.
Density functional theory data (the ωB97M-V functional and the def2-TZVPD basis) for a 2-piece molecular cluster, C4H12N3 overall.

CARTESIAN COORDINATES (ANGSTROEM)
N  2.037  0.194  0.440
N  -1.045  -0.875  0.659
N  3.901  1.463  1.046
C  -3.183  -0.979  -0.390
C  2.629  1.184  0.990
C  -1.835  -0.651  -0.334
C  -1.245  0.028  -1.517
H  -3.479  -1.124  -1.472
H  -1.740  0.347  -2.382
H  -0.396  -0.607  -1.829
H  -3.666  -0.086  0.010
H  1.953  1.917  1.455
H  -0.576  0.773  -1.181
H  2.703  -0.425  0.016
H  -3.370  -1.932  0.312
H  -0.093  -0.510  0.786
H  4.438  1.846  1.732
H  -1.415  -1.502  1.368
H  4.381  0.942  0.292

Output
Net charge: +1
Highest occupied orbital energy in Ha: -0.4708
Spin multiplicity: 1
Kohn-Sham gap in eV: 8.998



iii.
Density functional theory data (the ωB97M-V functional and the def2-TZVPD basis) for an isolated ion of composition C4H12N3 and charge +1.

CARTESIAN COORDINATES (ANGSTROEM)
N  0.084  1.818  -0.394
N  0.379  -0.690  0.450
N  2.164  -0.700  1.974
C  -0.529  -1.274  -0.528
C  -1.302  -0.159  -1.286
C  -1.233  1.332  -0.761
C  1.116  -1.261  1.334
H  -1.080  -0.318  -2.337
H  -1.579  1.966  -1.594
H  0.078  -1.956  -1.181
H  3.124  -0.960  1.816
H  -1.997  1.382  0.008
H  1.239  -2.327  1.407
H  0.465  2.475  -1.072
H  2.142  0.099  2.592
H  -2.362  -0.363  -1.081
H  -0.043  2.569  0.328
H  0.506  0.380  0.371
H  -1.171  -2.013  -0.044

Output
Net charge: +1
Highest occupied orbital energy in Ha: -0.5212
Spin multiplicity: 1
Structure (SMILES): N/C=[NH+]/CCCN
Kohn-Sham gap in eV: 10.248



iv.
Density functional theory data (the ωB97M-V functional and the def2-TZVPD basis) for a 2-piece molecular cluster, C4H12N3 overall.

CARTESIAN COORDINATES (ANGSTROEM)
N  0.336  -1.598  -0.427
N  1.722  1.012  -0.617
N  -2.917  -0.734  1.118
C  -1.489  -0.600  0.748
C  2.742  1.214  0.095
C  0.966  2.175  -1.061
C  -0.927  -1.586  0.028
H  0.832  -0.709  -0.548
H  -1.507  -2.484  -0.175
H  3.332  0.372  0.449
H  -3.066  -0.725  2.131
H  -0.056  2.101  -0.689
H  -1.027  0.286  1.150
H  -3.488  0.018  0.726
H  -3.295  -1.617  0.771
H  3.089  2.212  0.374
H  1.402  3.119  -0.725
H  0.574  -2.339  -1.064
H  0.923  2.176  -2.148

Output
Net charge: +1
Highest occupied orbital energy in Ha: -0.4653
Spin multiplicity: 1
Kohn-Sham gap in eV: 9.255



Which one is most stable, and which one is least stable? i is the most stable of them, while iv is the least stable.



i.
Density functional theory data (the ωB97M-V functional and the def2-TZVPD basis) for a 2-piece molecular cluster, C4H12N3 overall.

CARTESIAN COORDINATES (ANGSTROEM)
N  -0.342  1.230  0.110
N  0.456  -1.176  0.869
N  -1.212  -2.718  0.464
C  0.317  0.698  -2.193
C  0.043  2.261  1.118
C  0.669  0.995  -0.918
C  0.070  -2.365  0.536
H  1.409  -0.963  0.551
H  -1.218  1.472  -0.374
H  -0.142  -0.298  0.839
H  -0.807  2.569  1.728
H  0.559  3.141  0.676
H  -1.438  -3.587  0.107
H  -1.952  -1.998  0.519
H  1.682  1.003  -0.541
H  1.063  0.437  -2.943
H  0.812  -3.061  0.147
H  -0.741  0.581  -2.472
H  0.771  1.778  1.777

Output
Net charge: +1
Highest occupied orbital energy in Ha: -0.4684
Spin multiplicity: 1
Kohn-Sham gap in eV: 9.441



ii.
Density functional theory data (the ωB97M-V functional and the def2-TZVPD basis) for a 2-piece molecular cluster, C4H12N3 overall.

CARTESIAN COORDINATES (ANGSTROEM)
N  2.134  -2.171  0.772
N  -0.129  0.414  -0.442
N  1.885  1.363  -0.042
C  -1.554  0.579  -0.564
C  1.038  0.621  -0.791
C  -2.576  -0.488  -0.323
C  -0.780  1.338  0.419
H  2.946  -2.848  0.928
H  1.433  -0.045  -1.521
H  1.346  2.069  0.470
H  -2.864  -1.240  -1.120
H  -1.110  1.183  1.506
H  -2.205  -0.907  0.638
H  -1.672  1.218  -1.458
H  1.730  -2.465  -0.053
H  -0.626  2.405  0.264
H  1.549  -2.629  1.486
H  -3.498  0.070  0.011
H  2.951  1.533  -0.179

Output
Net charge: +1
Highest occupied orbital energy in Ha: -0.5105
Spin multiplicity: 1
Kohn-Sham gap in eV: 10.312



iii.
Density functional theory data (the ωB97M-V functional and the def2-TZVPD basis) for an isolated ion of composition C4H12N3 and charge +1.

CARTESIAN COORDINATES (ANGSTROEM)
N  -1.901  -0.819  -1.094
N  2.750  -0.119  0.640
N  0.336  -1.324  0.593
C  1.602  0.711  0.666
C  -1.461  0.607  -1.063
C  -0.864  0.960  0.322
C  0.379  0.149  0.575
H  -1.610  0.961  1.115
H  -2.299  1.271  -1.283
H  -0.434  -1.583  -0.125
H  -0.459  1.970  0.261
H  -2.381  -0.979  -1.972
H  -2.546  -1.027  -0.338
H  1.587  1.775  0.883
H  3.469  0.157  1.297
H  -0.769  0.700  -1.896
H  3.096  -0.100  -0.315
H  0.268  -1.700  1.538
H  1.237  -1.610  0.196

Output
Net charge: +1
Highest occupied orbital energy in Ha: -0.4997
Spin multiplicity: 1
Structure (SMILES): N/C=C(\[NH3+])CCN
Kohn-Sham gap in eV: 10.623



iv.
Density functional theory data (the ωB97M-V functional and the def2-TZVPD basis) for an isolated ion of composition C4H12N3 and charge +1.

CARTESIAN COORDINATES (ANGSTROEM)
N  -0.156  0.098  0.448
N  -1.321  -0.776  0.562
N  0.418  -1.022  -0.715
C  0.078  2.588  0.682
C  1.635  -1.806  -0.613
C  -0.342  1.393  -0.168
C  -0.931  -1.675  -0.474
H  0.319  1.349  -0.993
H  -2.125  -0.200  0.423
H  2.023  -1.734  0.441
H  2.364  -1.469  -1.227
H  1.058  2.413  1.221
H  0.203  0.264  1.431
H  -1.635  -1.537  -1.284
H  -0.778  2.652  1.436
H  1.368  -2.835  -0.765
H  -0.983  -2.673  -0.015
H  0.224  3.451  0.085
H  -1.421  1.519  -0.477

Output
Net charge: +1
Highest occupied orbital energy in Ha: -0.5271
Spin multiplicity: 1
Structure (SMILES): CC[N@H+]1NCN1C
Kohn-Sham gap in eV: 9.854



Which one is most stable, and which one is least stable? iii is the most stable of them, while iv is the least stable.



i.
Density functional theory data (the ωB97M-V functional and the def2-TZVPD basis) for a 2-piece molecular cluster, C5H14S overall.

CARTESIAN COORDINATES (ANGSTROEM)
S  2.670  -1.010  -1.750
C  1.079  -0.304  -2.103
C  1.750  -1.187  0.983
C  2.406  -2.026  -0.166
C  -2.856  1.689  1.483
C  -2.251  1.546  0.090
H  0.318  -0.905  -2.613
H  0.621  0.067  -1.185
H  1.165  0.534  -2.798
H  -1.524  0.743  0.013
H  -3.036  1.540  -0.671
H  0.997  -1.783  1.501
H  -3.637  2.423  1.600
H  -1.563  2.377  -0.160
H  3.336  -2.395  0.237
H  1.360  -0.278  0.552
H  -1.962  1.916  2.083
H  -3.148  0.719  1.855
H  1.711  -2.718  -0.607
H  2.565  -0.948  1.656

Output
Net charge: 0
Highest occupied orbital energy in Ha: -0.3098
Spin multiplicity: 1
Structure (SMILES): CCSC.CC
Kohn-Sham gap in eV: 9.358



ii.
Density functional theory data (the ωB97M-V functional and the def2-TZVPD basis) for a 2-piece molecular cluster, C5H14S overall.

CARTESIAN COORDINATES (ANGSTROEM)
S  -0.875  2.230  -1.872
C  -0.367  -1.057  3.073
C  0.272  1.205  -2.857
C  0.949  -0.115  -2.349
C  0.076  -1.962  1.936
C  -0.743  1.877  -0.021
H  -1.275  -1.422  3.607
H  -0.927  -0.263  2.612
H  -0.455  -1.635  1.017
H  -0.293  -2.972  2.105
H  0.588  -1.140  -2.670
H  -0.158  0.851  -3.822
H  0.316  -0.756  3.927
H  0.987  -0.157  -1.248
H  1.047  2.026  -3.087
H  0.018  2.542  0.298
H  -0.553  0.771  -0.124
H  -1.731  1.988  0.443
H  1.908  -0.132  -2.764
H  1.216  -1.881  1.797

Output
Net charge: 0
Highest occupied orbital energy in Ha: -0.3044
Spin multiplicity: 1
Structure (SMILES): CCSC.CC
Kohn-Sham gap in eV: 9.179



Which one is most stable, and which one is least stable? i is the most stable of them, while ii is the least stable.